16
Properties=species:S:1:pos:R:3 method="wB97M-V/def2-TZVPD" lumo_energy_ev=1.06 smiles=Cc1cc[nH]c1C fmax_ev_per_a=0.25 energy_ev=-7858.0799 relative_energy_kj_mol=7.7 homo_ev=-7.77
C 0.150 1.961 -0.433
C -0.351 0.551 -0.304
C -1.609 0.040 -0.737
C -1.660 -1.292 -0.419
N -0.478 -1.609 0.193
C 0.329 -0.501 0.271
C 1.681 -0.543 0.908
H -0.531 2.556 -1.054
H 1.145 2.001 -0.899
H 0.226 2.455 0.545
H -2.384 0.601 -1.240
H -2.431 -2.033 -0.583
H -0.223 -2.519 0.540
H 2.405 0.023 0.312
H 2.057 -1.573 0.982
H 1.673 -0.118 1.920

16
Properties=species:S:1:pos:R:3 method="wB97M-V/def2-TZVPD" lumo_energy_ev=1.10 smiles=C[C@]12C[C@H]1[C@H]1N[C@H]12 fmax_ev_per_a=0.31 energy_ev=-7854.6807 relative_energy_kj_mol=335.7 homo_ev=-8.53
C 1.587 -0.645 0.928
C 0.451 -0.182 0.058
C 0.548 0.797 -1.073
C -0.309 1.123 0.115
C -1.649 0.337 0.166
N -1.865 -0.573 -0.936
C -0.914 -0.947 0.086
H 1.316 -0.574 1.990
H 2.490 -0.047 0.769
H 1.839 -1.693 0.722
H 1.478 1.359 -1.098
H 0.148 0.620 -2.070
H -0.098 1.974 0.754
H -2.495 0.618 0.785
H -1.464 -0.288 -1.824
H -1.063 -1.878 0.628

16
Properties=species:S:1:pos:R:3 method="wB97M-V/def2-TZVPD" lumo_energy_ev=1.09 smiles="CC1=CC[C@H]2N[C@@H]12" fmax_ev_per_a=0.29 energy_ev=-7856.6355 relative_energy_kj_mol=147.1 homo_ev=-8.73
C -1.183 1.805 -0.589
C -0.452 0.567 -0.174
C -0.998 -0.555 0.304
C 0.034 -1.521 0.835
C 1.360 -0.842 0.505
N 1.663 -0.643 -0.902
C 1.046 0.459 -0.154
H -0.833 2.657 0.007
H -2.256 1.691 -0.405
H -1.032 2.063 -1.643
H -2.065 -0.762 0.330
H -0.041 -2.512 0.369
H -0.090 -1.663 1.915
H 2.216 -0.982 1.161
H 0.969 -1.115 -1.480
H 1.661 1.353 -0.078

16
Properties=species:S:1:pos:R:3 method="wB97M-V/def2-TZVPD" lumo_energy_ev=0.83 smiles=CC1(C#N)CCC1 fmax_ev_per_a=2.65 energy_ev=-7856.0863 relative_energy_kj_mol=200.0 homo_ev=-9.94
C 1.216 1.263 0.229
C 0.527 -0.112 -0.113
C 1.583 -1.079 -0.386
N 2.403 -1.859 -0.638
C -0.524 -0.488 0.937
C -1.736 -0.135 0.061
C -0.786 -0.229 -1.149
H 1.933 1.653 -0.509
H 1.801 1.123 1.156
H 0.493 2.057 0.449
H -0.439 0.045 1.876
H -0.458 -1.566 1.063
H -2.533 -0.890 0.134
H -2.198 0.837 0.256
H -0.922 -1.189 -1.671
H -0.358 0.571 -1.697

16
Properties=species:S:1:pos:R:3 method="wB97M-V/def2-TZVPD" lumo_energy_ev=0.95 smiles="C=CC(=C)C(=C)N" fmax_ev_per_a=1.64 energy_ev=-7856.0775 relative_energy_kj_mol=200.9 homo_ev=-7.84
C 0.699 -1.897 -0.621
C -0.462 -1.551 -0.051
C -0.737 -0.172 0.305
C -1.727 0.173 1.134
C 0.326 0.794 -0.115
C 0.610 1.012 -1.409
N 0.753 1.662 0.888
H 0.821 -2.875 -1.063
H 1.621 -1.341 -0.583
H -1.293 -2.241 0.028
H -1.816 1.179 1.510
H -2.488 -0.534 1.421
H 0.219 0.376 -2.181
H 1.250 1.824 -1.714
H 0.725 1.299 1.827
H 1.498 2.289 0.624

16
Properties=species:S:1:pos:R:3 method="wB97M-V/def2-TZVPD" lumo_energy_ev=1.03 smiles=CC#CC[C@H]1CN1 fmax_ev_per_a=0.51 energy_ev=-7855.3577 relative_energy_kj_mol=270.3 homo_ev=-9.40
C 2.656 0.763 1.876
C 1.738 0.118 0.935
C 0.988 -0.410 0.152
C 0.028 -1.011 -0.782
C -1.385 -0.552 -0.486
C -1.897 0.722 -1.029
N -2.319 -0.558 -1.605
H 2.722 1.839 1.684
H 3.664 0.342 1.789
H 2.322 0.626 2.909
H 0.083 -2.106 -0.729
H 0.275 -0.736 -1.815
H -1.761 -0.853 0.493
H -1.259 1.323 -1.673
H -2.602 1.293 -0.428
H -3.255 -0.800 -1.293

16
Properties=species:S:1:pos:R:3 method="wB97M-V/def2-TZVPD" lumo_energy_ev=-0.40 fmax_ev_per_a=1.16 energy_ev=-7853.6809 relative_energy_kj_mol=432.1 homo_ev=-8.95
C -0.518 -1.975 0.368
C -0.387 -0.558 -0.189
C 0.425 0.418 0.705
C 1.322 1.263 -0.204
C 0.732 2.024 -1.314
C -1.715 0.001 -0.494
N -2.760 0.443 -0.722
H -1.012 -2.623 -0.362
H -1.095 -1.988 1.296
H 0.482 -2.375 0.566
H 1.024 -0.157 1.420
H -0.248 1.055 1.290
H 1.710 2.178 0.309
H 2.228 0.716 -0.497
H -0.327 2.211 -1.019
H 0.137 -0.633 -1.152

16
Properties=species:S:1:pos:R:3 method="wB97M-V/def2-TZVPD" lumo_energy_ev="0.13 / 0.13" fmax_ev_per_a=0.54 energy_ev=-7853.6976 relative_energy_kj_mol=430.5 homo_ev="-6.31 / -6.31"
C -0.539 2.089 -0.018
C -0.438 0.634 -0.341
C 0.650 -0.049 -0.996
C 0.864 -1.229 0.143
C 1.925 -1.675 0.745
C -0.600 -1.554 0.463
N -1.238 -0.244 0.249
H 0.477 2.472 0.145
H -1.109 2.239 0.909
H -0.999 2.656 -0.837
H 1.528 0.567 -1.201
H 0.330 -0.577 -1.903
H 2.898 -1.232 0.497
H -1.022 -2.330 -0.194
H -0.729 -1.848 1.512
H -1.999 0.081 0.828

16
Properties=species:S:1:pos:R:3 method="wB97M-V/def2-TZVPD" lumo_energy_ev=0.57 fmax_ev_per_a=1.44 energy_ev=-7853.7085 relative_energy_kj_mol=429.5 homo_ev=-7.68
C 1.530 -0.564 0.785
C 0.337 -0.023 0.000
C 0.458 0.382 -1.473
C -0.544 1.025 0.664
C -1.792 0.636 0.317
N -1.962 -0.477 -0.615
C -0.906 -0.947 0.000
H 1.227 -0.865 1.799
H 2.346 0.162 0.898
H 1.950 -1.449 0.292
H 1.031 1.308 -1.589
H 0.889 -0.381 -2.124
H -0.269 1.829 1.331
H -2.719 0.830 0.840
H -0.618 0.404 -1.721
H -0.957 -1.869 0.594

16
Properties=species:S:1:pos:R:3 method="wB97M-V/def2-TZVPD" lumo_energy_ev=0.46 fmax_ev_per_a=0.75 energy_ev=-7854.2763 relative_energy_kj_mol=374.7 homo_ev=-7.58
C -1.664 1.311 0.021
C -0.511 0.560 -0.601
C 0.033 -0.553 0.010
C -0.946 -1.673 0.279
C 1.383 -0.712 0.249
C 2.202 0.344 -0.191
N 1.633 1.445 -0.592
H -2.613 1.045 -0.480
H -1.535 2.377 -0.171
H -1.818 1.156 1.104
H -0.863 -2.413 -0.522
H -1.985 -1.336 0.314
H -0.703 -2.153 1.228
H 1.785 -1.623 0.670
H 3.288 0.183 -0.237
H 2.313 2.042 -1.082

16
Properties=species:S:1:pos:R:3 method="wB97M-V/def2-TZVPD" lumo_energy_ev=1.01 fmax_ev_per_a=1.13 energy_ev=-7856.1318 relative_energy_kj_mol=195.7 homo_ev=-8.39
C 1.567 2.033 -0.352
C 0.841 0.728 -0.226
C 1.183 -0.502 -0.756
C 0.125 -1.392 -0.502
C -0.817 -0.705 0.238
C -1.972 -1.189 1.052
N -0.389 0.663 0.400
H 1.317 2.692 0.484
H 2.653 1.886 -0.374
H 1.287 2.547 -1.278
H 2.089 -0.739 -1.305
H 0.069 -2.434 -0.778
H -2.705 -0.400 1.252
H -2.480 -2.015 0.553
H -1.597 -1.544 2.015
H -1.233 0.390 -0.404

16
Properties=species:S:1:pos:R:3 method="wB97M-V/def2-TZVPD" lumo_energy_ev=1.02 smiles=Cc1c[nH]c(C)c1 fmax_ev_per_a=0.34 energy_ev=-7857.8683 relative_energy_kj_mol=28.1 homo_ev=-7.80
C 0.814 1.208 -2.234
C 0.405 0.476 -0.981
C 1.327 0.206 -0.005
N 0.684 -0.382 1.039
C -0.653 -0.517 0.782
C -1.439 -1.128 1.919
C -0.859 0.006 -0.491
H 1.788 0.830 -2.565
H 0.945 2.278 -2.034
H 0.121 1.112 -3.074
H 2.391 0.387 0.018
H 1.105 -0.648 1.913
H -0.763 -1.184 2.785
H -2.296 -0.529 2.242
H -1.779 -2.153 1.737
H -1.791 0.037 -1.049

16
Properties=species:S:1:pos:R:3 method="wB97M-V/def2-TZVPD" lumo_energy_ev=0.99 fmax_ev_per_a=0.34 energy_ev=-7853.8833 relative_energy_kj_mol=412.6 homo_ev=-6.91
C -0.539 0.066 2.414
N -0.512 0.321 0.986
C 0.128 1.290 0.284
C 0.827 0.065 -1.771
C 1.099 -1.229 -1.922
C -1.043 -0.362 -0.055
C -0.345 0.599 -1.001
H 0.473 0.144 2.821
H -0.907 -0.947 2.582
H -1.174 0.794 2.921
H 1.145 1.589 0.549
H 1.499 0.823 -2.181
H 1.986 -1.556 -2.452
H 0.440 -2.001 -1.530
H -2.046 -0.790 -0.031
H -1.032 1.193 -1.615

16
Properties=species:S:1:pos:R:3 method="wB97M-V/def2-TZVPD" lumo_energy_ev=1.09 smiles=C1[C@H]2N1CC21CC1 fmax_ev_per_a=0.50 energy_ev=-7854.8917 relative_energy_kj_mol=315.3 homo_ev=-8.91
C -1.670 -1.358 0.165
C -0.345 -1.058 -0.412
N -1.559 -0.217 -0.738
C -0.969 0.879 0.110
C 0.368 0.164 0.100
C 1.662 0.431 0.793
C 1.512 0.734 -0.678
H -1.933 -1.187 1.208
H -2.208 -2.177 -0.310
H 0.127 -1.748 -1.112
H -1.451 0.953 1.094
H -0.990 1.855 -0.382
H 2.302 -0.402 1.071
H 1.699 1.273 1.481
H 1.432 1.771 -1.001
H 2.022 0.086 -1.388

16
Properties=species:S:1:pos:R:3 method="wB97M-V/def2-TZVPD" lumo_energy_ev=1.05 smiles=CCc1cc[nH]c1 fmax_ev_per_a=3.01 energy_ev=-7856.5857 relative_energy_kj_mol=151.9 homo_ev=-7.98
C 1.353 1.514 -1.817
C 1.370 0.181 -1.017
C 0.253 -0.066 -0.087
C -1.058 0.554 0.071
C -1.802 -0.276 0.908
N -0.901 -1.091 1.512
C 0.294 -1.150 0.785
H 2.327 1.781 -2.163
H 0.634 1.425 -2.666
H 0.851 2.311 -1.238
H 1.687 -0.683 -1.614
H 2.311 0.099 -0.438
H -1.213 1.587 -0.151
H -2.796 -0.220 1.302
H -0.990 -1.502 2.474
H 1.076 -1.800 1.128